Computed, not measured: a 12-piece molecular cluster, C48H117N3O12 overall, with wB97M-V/def2-TZVPD.

Values from the calculation:
- E_HOMO: -8.22 eV
- Orbital gap: 8.2 eV
- Charge: 0
- Multiplicity: 1
- Structure (SMILES): CC1(C)CCCC(C)(C)N1O.CC1(C)CCCC(C)(C)N1O.CC1(C)CCCC(C)(C)N1O.CC(C)O.CC(C)O.CC(C)O.CC(C)O.CC(C)O.CC(C)O.CC(C)O.O.O
- Energy relative to the best compared isomer or geometry (same formula, charge and spin): 146.0 kcal/mol
- E_tot: -2965.8469 hartree

The geometry in XYZ format:
```
180
Properties=species:S:1:pos:R:3:mulliken_charge:R:1
C -0.131 3.029 1.545 -2.006
C 0.120 1.718 2.266 1.638
C 0.357 0.693 1.030 -1.190
C 1.197 -0.564 1.409 -0.806
C 2.478 -0.219 2.171 -1.116
C 2.213 0.646 3.449 1.314
N 1.361 1.846 3.141 0.315
O 1.143 2.625 4.193 -0.469
C 1.722 -0.244 4.598 -1.659
C 3.627 1.185 3.824 -1.888
C -1.062 1.172 3.083 -1.579
H -0.908 2.932 0.787 0.390
H 0.796 3.382 1.094 0.484
H -0.461 3.795 2.246 0.378
H -0.572 0.258 0.663 0.422
H 0.729 1.193 0.136 0.426
H 1.411 -1.155 0.518 0.415
H 0.480 -1.161 1.973 0.330
H 3.162 0.223 1.446 0.413
H 2.896 -1.197 2.407 0.451
H 2.469 -1.024 4.747 0.442
H 1.753 0.305 5.540 0.345
H 0.772 -0.754 4.436 0.348
H 3.624 1.818 4.712 0.396
H 4.394 0.439 4.033 0.415
H 4.173 1.724 3.050 0.382
H -1.920 0.942 2.452 0.418
H -1.435 1.936 3.764 0.327
H -0.743 0.319 3.683 0.268
H 1.652 3.391 3.918 0.394
C -5.917 -4.465 -0.041 -1.740
C -5.395 -5.544 0.959 1.635
C -4.989 -4.877 2.292 -1.393
C -6.187 -4.239 3.063 -0.705
C -7.148 -5.421 3.407 -1.028
C -7.519 -6.396 2.228 1.570
N -6.305 -6.656 1.322 0.292
O -6.578 -7.506 0.255 -0.498
C -7.889 -7.740 2.858 -1.872
C -8.691 -5.822 1.511 -1.742
C -4.088 -6.128 0.431 -2.057
H -6.082 -5.049 -0.947 0.360
H -5.181 -3.686 -0.237 0.414
H -6.738 -3.841 0.311 0.349
H -4.331 -5.480 2.918 0.424
H -4.339 -4.041 2.036 0.503
H -6.605 -3.439 2.452 0.342
H -5.895 -3.791 4.013 0.402
H -8.039 -4.843 3.651 0.334
H -6.771 -5.937 4.290 0.376
H -8.195 -8.484 2.122 0.381
H -7.084 -8.171 3.453 0.426
H -8.784 -7.545 3.449 0.426
H -9.055 -6.452 0.699 0.361
H -9.575 -5.652 2.127 0.455
H -8.435 -4.848 1.094 0.347
H -4.220 -6.758 -0.448 0.439
H -3.686 -6.796 1.192 0.461
H -3.276 -5.449 0.171 0.378
H -5.858 -8.138 0.311 0.360
C 0.904 -2.741 -7.849 -1.763
C -0.189 -3.881 -7.752 1.514
C -1.577 -3.196 -7.474 -1.102
C -2.110 -2.433 -8.610 -0.554
C -2.330 -3.313 -9.849 -1.043
C -1.067 -4.028 -10.290 1.420
N -0.390 -4.634 -9.022 0.267
O 0.656 -5.524 -9.417 -0.480
C -1.461 -5.190 -11.286 -1.741
C -0.109 -3.028 -10.996 -1.738
C 0.161 -4.827 -6.646 -1.964
H 1.066 -2.302 -6.865 0.412
H 0.734 -1.869 -8.480 0.328
H 1.822 -3.088 -8.325 0.402
H -2.267 -3.956 -7.107 0.430
H -1.499 -2.511 -6.630 0.390
H -1.434 -1.615 -8.861 0.279
H -3.073 -2.118 -8.209 0.334
H -2.580 -2.592 -10.626 0.319
H -3.132 -4.034 -9.688 0.407
H -2.351 -5.703 -10.922 0.364
H -1.709 -5.005 -12.331 0.357
H -0.654 -5.913 -11.406 0.411
H 0.923 -3.327 -11.179 0.352
H -0.428 -2.799 -12.013 0.467
H -0.010 -2.042 -10.542 0.311
H -0.610 -5.586 -6.518 0.448
H 0.011 -4.397 -5.656 0.447
H 1.169 -5.200 -6.468 0.381
H 0.236 -6.337 -9.128 0.345
O 0.364 9.830 0.481 -0.622
H 1.269 10.075 0.289 0.310
H 0.416 8.914 0.753 0.313
O -0.817 5.365 8.714 -0.631
H -1.611 5.734 8.327 0.316
H -0.300 5.070 7.964 0.314
C 5.274 -9.802 -0.237 -1.244
C 4.665 -9.473 1.193 0.450
C 5.182 -8.163 1.754 -1.187
O 3.255 -9.440 0.979 -0.543
H 6.360 -9.844 -0.155 0.370
H 5.131 -9.051 -1.014 0.336
H 5.031 -10.818 -0.548 0.319
H 4.875 -10.312 1.857 0.210
H 4.585 -7.812 2.596 0.350
H 4.987 -7.444 0.958 0.327
H 6.220 -8.252 2.074 0.316
H 2.776 -9.107 1.741 0.296
C 10.135 -0.224 1.509 -1.463
C 10.993 1.009 1.343 0.610
C 11.005 1.940 2.619 -1.142
O 12.372 0.600 1.118 -0.551
H 10.514 -1.025 2.143 0.374
H 9.932 -0.694 0.547 0.423
H 9.153 0.121 1.831 0.332
H 10.472 1.484 0.512 0.144
H 10.277 2.745 2.521 0.319
H 11.930 2.513 2.682 0.350
H 10.923 1.359 3.537 0.297
H 12.352 -0.133 0.498 0.306
C 7.139 6.597 -1.729 -1.324
C 5.658 6.289 -1.663 0.549
C 5.542 4.801 -1.251 -1.243
O 4.876 7.150 -0.858 -0.496
H 7.606 6.275 -0.798 0.319
H 7.353 7.665 -1.690 0.376
H 7.656 6.084 -2.540 0.364
H 5.260 6.358 -2.675 0.162
H 4.603 4.491 -1.710 0.310
H 5.478 4.570 -0.188 0.355
H 6.320 4.186 -1.703 0.335
H 4.992 8.034 -1.215 0.291
C 4.835 9.660 4.690 -1.229
C 4.397 8.236 5.050 0.495
C 3.746 8.161 6.452 -1.289
O 3.426 7.838 4.158 -0.553
H 3.954 10.297 4.606 0.332
H 5.265 9.706 3.689 0.324
H 5.374 10.115 5.521 0.341
H 5.178 7.487 4.923 0.284
H 4.427 8.234 7.301 0.379
H 3.255 7.196 6.569 0.304
H 3.012 8.964 6.519 0.310
H 3.866 7.658 3.324 0.303
C -3.380 0.886 9.109 -1.121
C -4.698 1.593 9.615 0.594
C -5.617 1.930 8.495 -1.428
O -5.425 0.673 10.498 -0.527
H -2.968 1.674 8.479 0.291
H -3.616 0.018 8.493 0.313
H -2.668 0.526 9.852 0.327
H -4.460 2.529 10.121 0.175
H -5.276 2.763 7.881 0.345
H -6.636 2.170 8.797 0.400
H -5.678 1.077 7.819 0.339
H -6.352 0.870 10.343 0.294
C -6.467 6.106 0.327 -1.258
C -6.284 5.887 -1.170 0.612
C -6.895 4.632 -1.770 -1.288
O -6.700 7.099 -1.739 -0.554
H -7.511 6.288 0.583 0.314
H -5.810 6.915 0.646 0.393
H -6.136 5.199 0.833 0.317
H -5.213 5.758 -1.330 0.150
H -7.978 4.645 -1.642 0.333
H -6.510 3.784 -1.204 0.337
H -6.704 4.462 -2.829 0.323
H -6.176 7.795 -1.336 0.321
C -0.649 3.561 -4.916 -1.605
C 0.420 4.558 -5.146 0.688
C 1.556 4.231 -6.069 -1.158
O -0.247 5.669 -5.806 -0.555
H -1.454 4.035 -4.354 0.390
H -0.259 2.593 -4.601 0.345
H -1.135 3.335 -5.865 0.430
H 0.680 4.919 -4.151 0.218
H 2.256 5.031 -6.309 0.339
H 1.042 3.791 -6.924 0.278
H 2.045 3.430 -5.513 0.329
H -1.181 5.477 -5.701 0.302
```